Molecular formula: H30O15
Method: DFT, ωB97M-V/def2-TZVPD

Values from the calculation:
LUMO level	0.065	eV
ΔE to the lowest compared entry with this formula, charge and spin	42.55	kcal/mol
E_tot	-31199.8206	eV
molar mass	270.23	g mol⁻¹

Each atom is followed by the atoms it is bonded to, with distances in Å.
Atoms and positions in Å:
1 O 1.823 2.530 -0.928  H2 0.963, H3 0.951
2 H 1.618 3.445 -1.146  O1 0.963
3 H 1.658 1.940 -1.656  O1 0.951
4 O 1.736 -1.140 3.865  H5 1.000, H6 0.961
5 H 1.258 -2.000 3.685  O4 1.000
6 H 1.301 -0.621 3.185  O4 0.961
7 O -2.391 -0.069 -2.636  H8 0.984, H9 0.931
8 H -2.812 0.353 -1.853  O7 0.984
9 H -3.018 -0.383 -3.248  O7 0.931
10 O 2.358 -2.248 0.703  H11 0.972, H12 0.946
11 H 3.098 -2.390 1.318  O10 0.972
12 H 2.404 -1.303 0.690  O10 0.946
13 O 2.544 -1.374 -2.364  H14 0.935, H15 0.939
14 H 1.688 -1.324 -1.990  O13 0.935
15 H 2.346 -1.572 -3.260  O13 0.939
16 O -0.201 2.956 0.942  H17 0.956, H18 0.908
17 H 0.559 2.876 0.367  O16 0.956
18 H -0.216 2.132 1.324  O16 0.908
19 O 0.210 -3.099 2.269  H20 0.937, H21 0.977
20 H 0.746 -2.658 1.639  O19 0.937
21 H 0.350 -4.038 2.043  O19 0.977
22 O 0.313 0.081 -0.380  H23 0.950, H24 0.965
23 H 0.564 0.096 0.536  O22 0.950
24 H -0.492 -0.447 -0.316  O22 0.965
25 O -2.712 1.244 1.609  H26 0.944, H27 0.970
26 H -3.631 1.433 1.715  O25 0.944
27 H -2.639 1.228 0.642  O25 0.970
28 O -1.990 -1.398 -0.102  H29 0.932, H30 0.967
29 H -1.942 -1.506 0.823  O28 0.932
30 H -1.883 -2.327 -0.352  O28 0.967
31 O -0.712 1.866 -2.539  H32 0.944, H33 0.977
32 H 0.094 1.385 -2.445  O31 0.944
33 H -1.346 1.125 -2.495  O31 0.977
34 O -2.796 1.925 -0.924  H35 0.949, H36 0.947
35 H -2.974 2.844 -0.767  O34 0.949
36 H -1.916 1.933 -1.273  O34 0.947
37 O 0.136 0.592 2.286  H38 0.979, H39 0.984
38 H 0.569 1.031 3.047  O37 0.979
39 H -0.744 0.764 2.691  O37 0.984
40 O 2.784 0.315 0.994  H41 0.990, H42 0.932
41 H 2.941 1.047 1.642  O40 0.990
42 H 2.840 0.804 0.202  O40 0.932
43 O -0.319 -2.093 -2.877  H44 0.958, H45 0.976
44 H -0.174 -2.488 -2.017  O43 0.958
45 H -1.032 -1.465 -2.653  O43 0.976

Here are the natural (NBO) charges for atoms 1 to 5, given in e: O -0.9632; H 0.4927; H 0.4900; O -0.9750; H 0.4910